Record 1
Formula: C3H4N2O2S
Source: the Open Molecules 2025 dataset
Level of theory: ωB97M-V with the def2-TZVPD basis set

The geometry in XYZ format:
```
12
Properties=species:S:1:pos:R:3
C -1.68 0.49 -0.45
C -0.47 1.08 -0.65
C -0.19 -0.84 0.41
N -1.48 -0.66 0.21
N 0.53 0.37 -0.09
O 3.11 0.70 1.01
O 2.54 -1.26 -0.26
S 2.72 0.12 -0.22
H -2.74 0.84 -0.45
H -0.15 1.93 -1.17
H 0.08 -1.57 1.09
H -2.27 -1.19 0.58
```

Calculated values
Max |F| in eV/A: 6.4
Frontier orbital gap in eV: 9.7
HOMO level in eV: -9.30
Energy above the lowest of the compared OMol25 structures with the same formula, charge and spin in eV: 2.137

Results of the Mulliken charge analysis, in e, for atoms 1 through 5:
1 C -0.36
2 C -0.35
3 C -0.27
4 N 0.02
5 N -0.21

---

Record 2
Formula: C17H22BaO10P2S
Source: the Open Molecules 2025 dataset
Level of theory: ωB97M-V with the def2-TZVPD basis set

The geometry in XYZ format:
```
53
Properties=species:S:1:pos:R:3
Ba -1.31 -1.19 0.35
C -1.18 -5.67 2.47
C -1.57 -4.20 2.49
O -2.23 -3.91 3.72
P -2.80 -3.82 1.17
O -3.99 -4.86 1.25
O -2.08 -4.15 -0.19
O -3.24 -2.41 1.30
P -0.11 -3.08 2.28
O 1.08 -3.77 3.11
O 0.19 -3.16 0.80
O -0.49 -1.75 2.84
H -2.06 -6.30 2.59
H -0.49 -5.88 3.29
H -0.68 -5.92 1.53
H -2.17 -2.95 3.85
H -4.70 -4.54 1.82
H -1.12 -3.94 -0.07
H 1.41 -3.18 3.80
O 0.80 0.24 0.47
S 1.79 1.35 0.53
C 1.71 2.15 -1.16
C 2.38 1.24 -2.14
C 1.65 0.20 -2.71
C 2.26 -0.67 -3.60
C 3.60 -0.51 -3.92
C 4.33 0.53 -3.36
C 3.72 1.40 -2.47
C 0.98 2.69 1.59
C 0.26 3.76 0.84
C -1.00 3.51 0.31
C -1.66 4.48 -0.44
C -1.07 5.71 -0.65
C 0.19 5.98 -0.12
C 0.85 5.01 0.62
H 2.20 3.12 -1.08
H 0.66 2.30 -1.39
H 0.60 0.08 -2.47
H 1.69 -1.48 -4.04
H 4.08 -1.19 -4.62
H 5.37 0.66 -3.62
H 4.29 2.21 -2.03
H 1.75 3.09 2.23
H 0.30 2.09 2.20
H -1.48 2.54 0.45
H -2.64 4.26 -0.84
H -1.58 6.47 -1.23
H 0.65 6.94 -0.27
H 1.83 5.22 1.04
O -1.86 -0.44 -2.07
C -2.75 0.34 -1.64
O -2.79 0.83 -0.49
H -3.59 0.60 -2.33
```

Calculated values
Max |F| in eV/A: 3.0
Frontier orbital gap in eV: 9.5
HOMO level in eV: -9.16
Energy above the lowest of the compared OMol25 structures with the same formula, charge and spin in eV: 0.621

Results of the Mulliken charge analysis, in e, for atoms 1 through 5:
1 Ba 2.37
2 C -1.73
3 C 1.09
4 O -0.58
5 P 0.69

---

Record 3
Formula: C9H9FN
Source: the Open Molecules 2025 dataset
Level of theory: ωB97M-V with the def2-TZVPD basis set

The geometry in XYZ format:
```
20
Properties=species:S:1:pos:R:3
C -1.99 -0.01 -2.10
C -2.21 1.10 -1.25
C -0.99 -0.90 -1.74
C -1.29 1.35 -0.27
C -0.09 -0.53 -0.71
C 1.05 -1.47 -0.29
C 1.83 -1.21 0.74
C 1.86 -0.04 1.75
C 0.76 0.89 1.54
N -0.29 0.58 -0.08
F -0.26 0.79 2.44
H -2.65 -0.22 -2.89
H -2.98 1.75 -1.54
H -0.84 -1.87 -2.26
H -1.40 2.20 0.44
H 1.28 -2.32 -0.83
H 2.61 -1.88 0.99
H 1.59 -0.59 2.75
H 2.85 0.46 1.87
H 1.17 1.93 1.44
```

Calculated values
Max |F| in eV/A: 5.9
Frontier orbital gap in eV: 9.5
Net charge: +1
HOMO level in eV: -13.53
Energy above the lowest of the compared OMol25 structures with the same formula, charge and spin in eV: 0.000

Results of the Mulliken charge analysis, in e, for atoms 1 through 5:
1 C -0.28
2 C -0.72
3 C -0.59
4 C 0.05
5 C 1.27